Record 1
An isolated ion of composition C4H9NO2 and charge +1 at a distorted geometry. Source: OMol25; level of theory: wB97M-V/def2-TZVPD.

Total charge: +1
Energy relative to the best compared isomer or geometry (same formula, charge and spin): 2.839 eV
E: -362.65566 Eh
E_LUMO (alpha / beta): -3.97 / -9.30 eV
Spin multiplicity: 2

XYZ file:
```
16
Properties=species:S:1:pos:R:3:nbo_charge:R:1
O 1.174 0.367 2.268 -0.4607
C 1.273 -0.320 1.266 0.7604
O 2.293 -1.285 1.093 -0.6636
C 0.424 -0.013 -0.001 -0.1835
C -0.957 0.541 0.207 -0.4229
C -1.467 1.064 -1.120 -0.6359
N 0.559 -1.356 -0.674 -0.2966
H 2.970 -0.904 1.832 0.5405
H 1.088 0.816 -0.543 0.2800
H -0.993 1.306 1.090 0.3032
H -1.482 -0.344 0.650 0.2230
H -1.043 1.960 -1.466 0.2403
H -1.582 0.265 -2.003 0.2175
H -2.592 1.236 -0.821 0.2627
H -0.059 -2.058 -0.141 0.4230
H 0.392 -1.275 -1.638 0.4125
```

=====

Record 2
An isolated ion of composition C4H9NO2 and charge +1 at a distorted geometry. Source: OMol25; level of theory: wB97M-V/def2-TZVPD.

Total charge: +1
Energy relative to the best compared isomer or geometry (same formula, charge and spin): 1.852 eV
E: -362.69193 Eh
E_LUMO (alpha / beta): -4.08 / -8.44 eV
Spin multiplicity: 2

XYZ file:
```
16
Properties=species:S:1:pos:R:3:nbo_charge:R:1
O -1.764 0.517 -2.354 -0.3249
C -0.864 0.815 -1.672 0.4575
C -0.464 -0.045 -0.407 -0.1662
C -1.731 -0.717 0.201 -0.6007
N 0.337 0.636 0.491 -0.2849
C 1.745 0.324 0.598 0.0602
O 1.808 -0.958 1.182 -0.6973
H -0.222 1.667 -1.972 0.2037
H 0.141 -0.830 -0.884 0.2853
H -1.628 -0.783 1.285 0.2373
H -2.624 -0.137 -0.032 0.2474
H -1.782 -1.714 -0.226 0.2646
H -0.105 0.848 1.380 0.4178
H 2.228 0.369 -0.365 0.1877
H 2.234 1.085 1.201 0.2052
H 2.690 -1.077 1.574 0.5073
```

=====

Record 3
A 2-piece molecular cluster, C4H9NO2S overall at a distorted geometry. Source: OMol25; level of theory: wB97M-V/def2-TZVPD.

Energy relative to the best compared isomer or geometry (same formula, charge and spin): 5.687 eV
E: -761.05442 Eh
E_LUMO: -2.85 eV

XYZ file:
```
17
Properties=species:S:1:pos:R:3:nbo_charge:R:1
O 0.091 2.576 -1.066 -0.4696
C 0.612 1.673 -0.503 0.5551
N 0.387 0.301 -0.958 -0.7010
C -0.699 -0.193 -0.214 0.5152
C -1.701 -1.035 -0.879 -0.7357
S 3.339 -0.205 -0.079 -0.7500
C -0.879 0.234 1.210 -0.2035
O 0.304 -0.076 1.958 -0.6444
H 1.121 1.590 0.470 0.1661
H 1.196 -0.328 -0.624 0.4274
H -1.585 -2.076 -0.564 0.2691
H -1.557 -0.905 -1.950 0.2642
H -2.740 -0.638 -0.828 0.2756
H 4.308 -1.065 -0.284 0.1292
H -1.003 1.328 1.277 0.2361
H -1.751 -0.310 1.563 0.1955
H 0.558 -0.873 1.470 0.4707
```